Molecular formula: C11H26GaN4O7S
Method: DFT, ωB97M-V/def2-TZVPD

Last column: Mulliken charge in e.
Element x y z (Å)
1 O -1.01829 0.43087 -2.89955  -0.5045
2 H -0.55031 1.08064 -3.45819  0.4306
3 Ga -0.27065 0.10339 -1.04229  0.1929
4 N -0.18834 1.73316 0.05482  0.5702
5 N 1.38871 0.82309 -1.72163  0.8921
6 N -1.47517 -0.82630 0.17099  0.3042
7 N 0.10987 -1.71186 -1.55605  0.6288
8 O -0.95681 2.00034 1.08285  -1.0514
9 O -1.89554 -0.33979 1.37321  -0.4775
10 O 0.99178 -2.04093 -2.52887  -0.5541
11 O 2.02030 0.29614 -2.72177  -0.8981
12 C 1.86498 1.90527 -1.06217  0.3854
13 C 0.97314 2.43227 -0.09898  0.5441
14 C -1.52206 -2.16591 0.01043  0.4183
15 C -0.61137 -2.67223 -0.95897  0.2740
16 C 1.28375 3.53095 0.84370  -1.5635
17 H 1.69803 3.13013 1.78232  0.1758
18 H 0.38105 4.10616 1.07932  0.3309
19 H 2.02613 4.20519 0.40411  0.4917
20 C 3.26646 2.34730 -1.25245  -1.7345
21 H 3.59205 2.14780 -2.27794  0.3989
22 H 3.92668 1.80524 -0.55851  0.2568
23 H 3.36025 3.41764 -1.04369  0.4431
24 C -2.34095 -2.96737 0.94520  -1.2774
25 C -0.38590 -4.11779 -1.22129  -1.5316
26 H -3.27430 -2.44468 1.18481  0.3846
27 H -1.80160 -3.16292 1.88446  0.1906
28 H -2.58655 -3.93364 0.49003  0.4354
29 H 0.19627 -4.25108 -2.13843  0.4095
30 H -1.34769 -4.63561 -1.32355  0.4413
31 H 0.15639 -4.58537 -0.38542  0.2652
32 H -1.56297 0.65415 1.34345  0.4933
33 H 1.48708 -1.13783 -2.70195  0.5072
34 C -2.28066 1.06906 -2.24509  -0.7047
35 H -2.05177 1.95103 -1.62899  0.3177
36 H -2.78928 0.27149 -1.69189  0.2709
37 H -2.90459 1.36515 -3.09446  0.4819
38 O -3.67076 3.23768 0.88378  -0.6623
39 H -4.28085 2.71720 1.43196  0.3092
40 H -2.78354 2.87797 1.10036  0.3825
41 C 1.25470 -2.22803 2.13670  -1.3245
42 S 1.46691 -0.60844 1.39649  1.3025
43 C 1.16594 0.42779 2.82709  -1.0144
44 O 2.92243 -0.48529 1.06603  -0.7608
45 H 0.25167 -2.31036 2.57259  0.3407
46 H 2.03514 -2.31476 2.90220  0.5027
47 H 1.39414 -2.97987 1.35016  0.3074
48 H 0.92302 -0.23738 3.66378  0.4602
49 H 2.08704 0.98874 3.01866  0.3576
50 H 0.32607 1.10161 2.61262  0.1615

**Charge**: +1
**Kohn-Sham gap (spin up / spin down)**: 5.8 / 5.9 eV
**HOMO (spin up / spin down)**: -11.0 / -11.1 eV
**Energy relative to the best compared isomer or geometry (same formula, charge and spin)**: 31.6 kJ/mol



Molecular formula: C11H26I2N2OP
Method: DFT, ωB97M-V/def2-TZVPD

Last column: Mulliken charge in e.
Element x y z (Å)
1 C 5.57078 -0.75069 1.20820  -1.2164
2 C 4.83326 -1.08511 -0.08802  -0.3125
3 C 3.94500 0.04778 -0.61686  -0.8089
4 C 2.65966 -0.41521 -1.31376  -0.7120
5 C 1.49841 0.55387 -1.12212  -0.5477
6 C 0.22869 0.10016 -1.84230  -0.4407
7 C -0.83472 1.19503 -2.05007  -1.1113
8 C -2.14656 1.12670 -1.27867  -0.7091
9 N -2.12569 1.21075 0.23072  -0.2047
10 I -0.99107 2.86976 0.85769  0.3374
11 C -1.55992 -0.00235 0.94709  -0.0464
12 C -2.05482 -1.39293 0.56821  -0.8236
13 C -3.28090 -1.92456 1.28889  -1.0908
14 I -2.91217 -2.28173 3.35076  0.0624
15 P -3.87880 1.88134 0.70747  0.3743
16 N -3.90268 1.36364 2.30828  -0.4150
17 O -4.72004 0.69994 -0.01991  -0.4894
18 H 4.94125 -0.16144 1.87815  0.3362
19 H 5.86599 -1.65260 1.74183  0.3525
20 H 6.47285 -0.16957 1.01754  0.2990
21 H 5.57747 -1.33345 -0.84703  0.2791
22 H 4.22804 -1.98255 0.05637  0.3299
23 H 4.51441 0.66283 -1.31625  0.3301
24 H 3.67883 0.70777 0.21602  0.3944
25 H 2.83360 -0.52230 -2.38710  0.3113
26 H 2.37555 -1.39941 -0.93055  0.3375
27 H 1.32065 0.65010 -0.04548  0.1742
28 H 1.78433 1.54257 -1.49311  0.3203
29 H 0.52085 -0.27317 -2.82484  0.7162
30 H -0.19786 -0.75873 -1.32410  0.0959
31 H -0.38955 2.18440 -1.92916  0.5219
32 H -1.16313 1.15992 -3.09115  0.3313
33 H -2.76783 1.97195 -1.59153  0.4882
34 H -2.70343 0.22575 -1.52282  0.4953
35 H -1.72471 0.16213 2.00985  0.5816
36 H -0.48900 0.04786 0.78063  -0.0070
37 H -1.21772 -2.04343 0.83285  0.4411
38 H -2.18824 -1.51457 -0.50695  0.4432
39 H -4.12580 -1.25337 1.23146  0.1669
40 H -3.57709 -2.88105 0.87068  0.5619
41 H -3.60959 2.07844 2.96749  0.2533
42 H -4.76605 0.94559 2.63523  0.2575
43 H -5.52227 0.40992 0.43635  0.3432

**Charge**: +1
**Kohn-Sham gap**: 7.7 eV
**HOMO**: -12.3 eV



Molecular formula: C11H26N5NiOSSi
Method: DFT, ωB97M-V/def2-TZVPD

Last column: Mulliken spin population.
Element x y z (Å)
1 Ni -0.80802 0.31947 -0.05963  1.7317
2 N -2.26014 1.83824 0.67278  0.0318
3 C -2.68153 1.61880 2.06622  -0.0010
4 C -1.46752 1.14515 2.86096  -0.0017
5 N -0.81464 0.03082 2.17116  0.0620
6 C -1.32976 -1.30387 2.50153  0.0019
7 C -2.35174 -1.77389 1.47197  0.0003
8 N -1.77366 -1.57148 0.13798  0.0674
9 H -1.65264 2.65027 0.64143  -0.0002
10 H -3.05445 2.05645 0.08202  -0.0015
11 H -3.46372 0.86046 2.08338  0.0003
12 H -3.08699 2.52403 2.52231  0.0018
13 H -1.78198 0.87183 3.87229  0.0002
14 H -0.75021 1.96460 2.93804  -0.0006
15 H 0.18563 0.05056 2.33313  -0.0087
16 H -1.78717 -1.31808 3.49410  0.0005
17 H -0.49111 -2.00117 2.49768  -0.0002
18 H -3.27087 -1.19187 1.53994  0.0006
19 H -2.60705 -2.81867 1.66258  0.0015
20 H -2.40952 -1.88178 -0.58561  -0.0024
21 H -0.90898 -2.10723 0.05403  -0.0071
22 C 3.38470 1.01416 -0.80947  -0.0007
23 Si 2.53591 -0.26346 0.30950  0.0104
24 C 3.47333 -1.90622 0.07296  0.0025
25 C 2.86377 0.26332 2.11222  -0.0002
26 O 0.99121 -0.50308 0.02278  0.0412
27 H 4.43134 1.14799 -0.52940  -0.0001
28 H 2.89541 1.98916 -0.74703  0.0003
29 H 3.35989 0.68989 -1.85374  -0.0001
30 H 4.54863 -1.73860 0.17054  -0.0001
31 H 3.27407 -2.32384 -0.91601  0.0002
32 H 3.16452 -2.63128 0.82868  0.0001
33 H 3.93205 0.41088 2.27939  0.0000
34 H 2.52552 -0.51138 2.80680  -0.0001
35 H 2.35752 1.20254 2.36200  -0.0001
36 S 0.08781 2.30521 -1.47228  0.0455
37 C -0.27754 1.17713 -2.62330  -0.0132
38 N 0.06847 1.34846 -3.94113  0.0030
39 C -0.19449 0.42489 -4.88604  -0.0021
40 C -0.81313 -0.73468 -4.53312  0.0022
41 C -1.14595 -0.89066 -3.17575  -0.0013
42 N -0.91258 0.02436 -2.26689  0.0335
43 H 0.55675 2.20400 -4.16805  0.0020
44 H 0.10666 0.65176 -5.89880  -0.0004
45 H -1.03324 -1.50233 -5.25682  0.0003
46 H -1.61459 -1.81087 -2.84532  0.0004

**Charge**: +1
**Expectation value of S²**: 2.005
**Kohn-Sham gap (spin up / spin down)**: 7.3 / 7.3 eV
**HOMO (spin up / spin down)**: -11.1 / -11.1 eV
**Spin multiplicity**: 3



no.,total energy (eV)
1,-95320.666
2,-42340.669
3,-81081.038